#i
2 unconnected molecules or ions with the total composition C7H14N2, computed with ωB97M-V with the def2-TZVPD basis set.

XYZ file:
```
23
C7H14N2 | OMol25 | ωB97M-V with the def2-TZVPD basis set
C -0.547 -0.030 -2.554
C -0.032 -1.298 -1.881
C 0.477 0.664 -3.448
H -1.397 -0.217 -3.208
H -0.988 0.685 -1.856
H 0.884 -1.615 -2.384
H 1.277 1.168 -2.899
H 0.927 -0.008 -4.176
H -0.756 -2.102 -1.952
H 0.225 -1.194 -0.829
H -0.002 1.468 -4.009
C -1.678 0.797 3.107
C 0.228 0.420 1.406
C -0.322 0.403 2.637
C 1.575 -0.584 2.790
N 1.482 -0.143 1.510
N 0.558 -0.227 3.508
H -0.261 0.772 0.512
H 1.932 -0.645 0.761
H -2.079 1.613 2.503
H -1.617 1.138 4.135
H 2.456 -0.999 3.254
H -2.343 -0.066 3.074
```

Output
structure (SMILES): Cc1c[nH]cn1.CCC

Mulliken atomic charge list, values in e, 2 entries: -0.178, -0.738

***

#ii
C7H14N2 in the gas phase, computed with ωB97M-V with the def2-TZVPD basis set.

XYZ file:
```
23
C7H14N2 | OMol25 | ωB97M-V with the def2-TZVPD basis set
C -1.942 -0.189 1.076
C 1.112 -1.072 1.747
C -1.376 1.225 -1.927
C -0.668 0.140 0.345
C 0.675 0.082 0.892
C -0.491 0.460 -0.986
N 1.335 1.304 1.211
N 1.054 -1.403 -1.559
C 0.830 -0.022 -1.304
H 2.347 1.239 1.182
H 1.029 2.068 0.620
H 0.530 -2.033 -0.964
H 2.034 -1.673 -1.535
H 1.502 0.600 -1.906
H -1.966 0.256 2.075
H -2.083 -1.269 1.197
H -2.803 0.185 0.516
H 1.676 -0.766 2.632
H 0.265 -1.675 2.082
H 1.745 -1.748 1.153
H -2.103 1.840 -1.390
H -1.928 0.562 -2.601
H -0.775 1.890 -2.557
```

Output
structure (SMILES): CC(=C/N)/C(C)=C(/C)N

Mulliken atomic charge list, values in e, 2 entries: -1.488, -1.583

***

#iii
2 unconnected molecules or ions with the total composition C7H14N2, computed with ωB97M-V with the def2-TZVPD basis set.

XYZ file:
```
23
C7H14N2 | OMol25 | ωB97M-V with the def2-TZVPD basis set
C -0.689 0.692 -0.111
C -0.368 0.980 1.318
C -2.053 0.111 -0.364
C -0.310 1.733 -1.120
C 0.166 -1.860 -0.008
N 2.762 0.438 -0.236
C 1.416 -1.408 -0.266
C -0.604 -2.651 0.703
N 1.584 -0.132 -0.609
H 3.474 -0.151 0.189
H 3.113 1.096 -0.917
H 2.292 -2.074 -0.271
H -0.487 0.089 1.937
H 0.644 1.368 1.439
H -1.070 1.738 1.702
H -2.316 -0.670 0.345
H -2.793 0.923 -0.252
H -2.153 -0.278 -1.378
H -0.212 1.298 -2.116
H -1.107 2.492 -1.170
H 0.622 2.234 -0.868
H -0.282 -3.100 1.644
H -1.629 -2.870 0.411
```

Mulliken atomic charge list, values in e, 2 entries: 1.221, -1.339

***

#iv
2 unconnected molecules or ions with the total composition C7H14N2, computed with ωB97M-V with the def2-TZVPD basis set.

XYZ file:
```
23
C7H14N2 | OMol25 | ωB97M-V with the def2-TZVPD basis set
C 1.531 1.815 0.607
C 2.846 1.043 0.476
C 0.342 1.049 0.859
C -0.970 1.319 0.667
C -0.950 -0.771 1.343
N 0.371 -0.310 1.418
N -1.800 0.121 0.851
H 1.544 2.659 1.301
H 1.299 2.317 -0.436
H 2.367 -0.015 0.678
H -1.338 2.224 0.172
H -1.175 -1.824 1.765
H -2.687 0.019 0.612
H 3.596 1.380 1.092
H 3.392 1.284 -0.477
C -1.021 -2.427 -2.869
C -0.491 -1.245 -2.056
H -2.131 -2.565 -2.887
H -0.648 -2.406 -4.013
H -0.767 -3.452 -2.469
H 0.576 -1.339 -1.878
H -0.897 -1.386 -1.078
H -0.844 -0.281 -2.433
```

Output
structure (SMILES): CCc1c[nH]cn1.CC

Mulliken atomic charge list, values in e, 2 entries: -0.061, -1.099

***

Winner for stability: #i